1.
Here is a 11-piece molecular cluster, H22O11 overall from the Open Molecules 2025 dataset. Energies are from ωB97M-V/def2-TZVPD.

Computed properties:
* HOMO: -0.3647 Eh
* energy above the lowest of the compared OMol25 structures with the same formula, charge and spin: 100.6 kJ/mol
* total energy: -840.841798 hartree
* maximum force: 0.6 eV Å⁻¹
* structure (SMILES): O.O.O.O.O.O.O.O.O.O.O

Cartesian coordinates (Å):
O -2.4833 0.7587 -0.7148
H -2.9844 1.5791 -0.6625
H -2.6790 0.2875 0.1217
O 0.0238 -1.6872 2.6562
H -0.1126 -2.4364 3.2438
H 0.7744 -1.9378 2.0879
O 0.2421 -0.2961 -0.7800
H 0.5929 -0.5071 0.0927
H -0.7083 -0.1453 -0.6349
O -2.7735 -0.9453 1.5162
H -2.3609 -1.8162 1.5592
H -3.6801 -1.0781 1.8177
O 0.6141 3.1968 0.6233
H 0.4030 2.3379 1.0365
H -0.2289 3.5101 0.2807
O 4.0003 0.6146 0.6496
H 3.0563 0.7987 0.5800
H 4.3883 1.4606 0.8940
O -2.6454 -0.0655 -3.4947
H -3.1733 -0.8442 -3.2943
H -2.2928 0.2152 -2.6347
O -0.4433 1.1066 2.2495
H -1.2280 1.3236 2.7607
H -0.3386 0.1432 2.3412
O 1.9356 1.9135 -1.6312
H 1.3571 1.1433 -1.7532
H 1.4981 2.4092 -0.9159
O 2.3502 -2.2374 1.0705
H 2.8492 -2.2478 1.8972
H 3.0088 -1.9936 0.4057
O 0.7204 -1.4197 -3.8418
H 0.1474 -1.1908 -3.1002
H 0.1703 -1.9500 -4.4262

***

2.
Here is a 11-piece molecular cluster, H22O11 overall from the Open Molecules 2025 dataset. Energies are from ωB97M-V/def2-TZVPD.

Computed properties:
* HOMO: -0.3095 Eh
* energy above the lowest of the compared OMol25 structures with the same formula, charge and spin: 555.8 kJ/mol
* total energy: -840.668449 hartree
* maximum force: 6.8 eV Å⁻¹
* structure (SMILES): O.O.O.O.O.O.O.O.O.O.O

Cartesian coordinates (Å):
O 0.3098 0.9420 -0.2481
H 0.2219 0.7405 -1.1334
H 0.0124 0.0700 0.1219
O -0.6427 -2.2913 4.2199
H -0.4506 -3.1527 4.6071
H -0.7607 -2.4871 3.2792
O 2.7018 -0.3977 -4.0551
H 1.7942 -0.5736 -3.8234
H 3.0715 -1.2988 -3.9758
O -3.2863 2.7881 0.4169
H -3.3604 2.8031 1.3940
H -2.8923 3.5867 0.3251
O -0.9738 -4.7550 0.8505
H -0.1984 -4.1938 0.8646
H -1.2792 -4.6451 -0.0744
O -1.4005 0.9658 0.5753
H -1.1844 1.3860 1.3403
H -2.3365 0.8564 0.4242
O 4.1893 -0.1021 -1.5452
H 3.1891 -0.2589 -1.3721
H 4.4375 -0.2810 -2.4342
O 0.7057 3.9655 0.5895
H 1.5345 3.6457 0.6039
H 0.7145 4.8815 0.8269
O -0.7807 0.3274 3.9926
H 0.0486 -0.0916 4.0577
H -1.5643 -0.2872 3.8763
O 0.8144 -2.0605 -2.0120
H 0.8724 -1.8979 -1.1032
H 0.2551 -1.4190 -2.4259
O -1.0212 0.8390 -2.4884
H -1.0978 1.8195 -2.4966
H -1.6432 0.5762 -3.1782

***

3.
Here is a 11-piece molecular cluster, H22O11 overall from the Open Molecules 2025 dataset. Energies are from ωB97M-V/def2-TZVPD.

Computed properties:
* HOMO: -0.3721 Eh
* energy above the lowest of the compared OMol25 structures with the same formula, charge and spin: 256.8 kJ/mol
* total energy: -840.782305 hartree
* maximum force: 4.2 eV Å⁻¹
* structure (SMILES): O.O.O.O.O.O.O.O.O.O.O

Cartesian coordinates (Å):
O 0.1400 -29.4550 0.8710
H -0.7340 -29.3570 1.1390
H -0.0130 -29.8560 0.0080
O 2.2960 -27.9780 -3.6280
H 1.5730 -28.5380 -3.5940
H 3.0230 -28.5350 -3.3790
O -3.1750 -28.7940 -1.9650
H -4.1390 -28.8040 -1.9220
H -2.9610 -28.7550 -2.8820
O -1.7690 -26.9560 0.0140
H -1.4040 -27.1260 -0.8230
H -1.1770 -26.2900 0.3420
O 0.0460 -29.5920 -4.0180
H -0.2420 -29.7290 -4.9290
H -0.7230 -29.1480 -3.7070
O -3.5880 -30.5910 -4.2140
H -3.5240 -30.3660 -3.3020
H -4.1500 -29.8390 -4.4090
O -0.1350 -27.3400 -2.1670
H -0.0960 -26.3500 -2.0380
H 0.6430 -27.7630 -1.8350
O 3.1480 -29.8640 -1.4640
H 2.8400 -30.4810 -2.2170
H 2.7470 -30.3200 -0.6990
O -0.8040 -30.4390 -1.6170
H -1.3980 -29.7100 -1.7930
H -0.1360 -30.5330 -2.3440
O -2.7460 -29.3800 0.9870
H -2.4410 -28.9450 0.2340
H -3.4220 -30.0970 0.7930
O 2.9690 -31.1070 -3.7210
H 2.1510 -30.7960 -4.0750
H 3.6220 -30.6880 -4.2550

***

4.
Here is a 11-piece molecular cluster, H22O11 overall from the Open Molecules 2025 dataset. Energies are from ωB97M-V/def2-TZVPD.

Computed properties:
* HOMO: -0.3555 Eh
* energy above the lowest of the compared OMol25 structures with the same formula, charge and spin: 198.2 kJ/mol
* total energy: -840.804628 hartree
* maximum force: 3.0 eV Å⁻¹
* structure (SMILES): O.O.O.O.O.O.O.O.O.O.O

Cartesian coordinates (Å):
O 1.0077 0.2644 2.7006
H 0.4167 0.8114 3.2026
H 0.5357 -0.5556 2.7496
O 1.9537 -2.1936 0.5926
H 1.4987 -2.2976 1.4236
H 1.8817 -3.0526 0.1666
O 3.4937 0.5024 3.4526
H 2.5517 0.5554 3.1576
H 3.5027 0.5664 4.3686
O 0.3537 0.4634 -0.0034
H 0.8517 0.3294 0.7986
H -0.0393 -0.3606 -0.2464
O -0.4613 1.6734 -2.5324
H -0.9523 1.2374 -1.8604
H -1.0443 1.8464 -3.2374
O -2.6573 -1.1336 0.8446
H -3.5173 -1.5816 0.9406
H -2.5373 -0.6926 0.0276
O -1.4353 -1.6096 -3.3254
H -0.9693 -1.6986 -2.4584
H -0.7553 -1.1796 -3.8894
O 0.1367 2.8764 1.3456
H -0.0593 2.0044 0.9206
H 1.0427 2.8544 1.6596
O -2.6793 0.3214 -1.4264
H -2.6223 -0.3866 -2.0364
H -3.2023 0.9854 -1.8354
O -0.5443 -2.0226 -0.8704
H -1.0833 -2.1156 -0.1264
H 0.3187 -2.2626 -0.5884
O 1.9507 2.1754 -1.4934
H 2.0447 1.6344 -0.7424
H 1.0187 2.0414 -1.6794

***

5.
Here is a 11-piece molecular cluster, H22O11 overall from the Open Molecules 2025 dataset. Energies are from ωB97M-V/def2-TZVPD.

Computed properties:
* HOMO: -0.3384 Eh
* energy above the lowest of the compared OMol25 structures with the same formula, charge and spin: 713.9 kJ/mol
* total energy: -840.608237 hartree
* maximum force: 8.4 eV Å⁻¹
* structure (SMILES): O.O.O.O.O.O.O.O.O.O.O

Cartesian coordinates (Å):
O -0.0701 0.6853 -0.7446
H 0.1234 0.5191 -1.6194
H -0.1956 -0.1829 -0.3007
O -2.9008 -1.7163 -1.6505
H -3.6834 -2.2934 -1.9576
H -3.3128 -0.8270 -1.5686
O 1.4833 0.7571 3.9497
H 1.8752 0.8681 3.0222
H 0.9692 -0.0358 3.7913
O -1.9373 -3.1243 2.8573
H -1.6934 -2.5863 2.0604
H -1.8695 -4.0029 2.6250
O 3.5385 -2.0614 0.3563
H 3.4002 -1.1616 0.7036
H 3.0990 -1.9080 -0.5776
O -0.9215 4.3218 -2.5062
H -0.0380 4.2614 -2.8365
H -0.8067 4.9675 -1.7185
O 0.7401 -3.9119 -2.9195
H 1.7266 -4.0061 -3.0927
H 0.6249 -2.9693 -2.9970
O -3.2273 3.5908 1.1347
H -3.4467 3.9246 0.2756
H -2.2884 3.8863 1.4232
O 3.2774 -0.3662 -0.9692
H 4.1949 -0.3853 -1.2298
H 3.2396 0.5844 -0.5952
O -2.4107 -0.7438 -0.1368
H -3.3525 -0.7790 0.2929
H -1.9761 -1.2160 0.5525
O 2.3295 2.3798 0.9928
H 1.4708 2.7442 0.6741
H 2.7288 2.1092 0.1607

***

6.
Here is a 11-piece molecular cluster, H22O11 overall from the Open Molecules 2025 dataset. Energies are from ωB97M-V/def2-TZVPD.

Computed properties:
* HOMO: -0.4025 Eh
* energy above the lowest of the compared OMol25 structures with the same formula, charge and spin: 433.4 kJ/mol
* total energy: -840.715068 hartree
* maximum force: 5.1 eV Å⁻¹
* structure (SMILES): O.O.O.O.O.O.O.O.O.O.O

Cartesian coordinates (Å):
O -0.3082 -0.0910 -0.1664
H -1.0766 0.0826 0.3742
H 0.4680 0.0946 0.2688
O 0.6690 -3.9965 2.3252
H -0.0464 -3.5371 2.8275
H 1.4200 -3.8832 2.9114
O 0.6167 2.7864 -0.9110
H 1.1710 2.1916 -1.2788
H -0.1229 2.2958 -0.5070
O 2.4294 -0.0944 3.8506
H 1.7362 -0.4904 3.3023
H 2.9716 -0.8896 4.1075
O -2.2843 -2.2881 -0.0983
H -2.2253 -1.7719 0.6324
H -3.0762 -1.9914 -0.5918
O -3.6550 -1.0810 2.1518
H -3.6465 -0.1229 1.9763
H -4.5657 -1.2328 2.3552
O 1.0014 -1.0842 -3.3473
H 1.8220 -1.0257 -2.8420
H 0.4181 -1.6864 -2.9149
O 3.0087 -3.3943 -2.4030
H 2.4550 -3.0237 -2.9900
H 2.6908 -3.2528 -1.5111
O 3.4678 2.4683 -2.7395
H 2.6346 2.8085 -2.7658
H 3.4550 2.1980 -1.8040
O -3.4206 2.3070 0.6004
H -2.6945 2.5890 1.0622
H -3.4512 1.3350 0.4616
O -0.7355 4.8765 -0.6042
H -0.6457 3.9450 -0.2093
H -0.4807 4.9591 -1.5230

***

7.
Here is H22O11 as an isolated structure from the Open Molecules 2025 dataset. Energies are from ωB97M-V/def2-TZVPD.

Computed properties:
* HOMO: -0.3357 Eh
* energy above the lowest of the compared OMol25 structures with the same formula, charge and spin: 1015.4 kJ/mol
* total energy: -840.493384 hartree
* maximum force: 8.3 eV Å⁻¹

Cartesian coordinates (Å):
O -2.1627 -0.1772 0.7011
H -2.9037 0.3923 0.9082
H -2.4699 -0.7148 -0.0289
O 0.0019 -0.3000 -0.3002
H 0.4150 0.5487 -0.1409
H -0.8588 -0.2292 0.1124
O -1.3174 -1.5177 2.3039
H -1.6736 -0.8155 1.7597
H -1.6539 -2.3219 1.9086
O 2.7557 0.9126 -0.1864
H 2.2850 0.8392 -1.0166
H 2.9585 0.0089 0.0553
O 2.3534 -1.3073 -1.1108
H 1.9753 -0.4864 -1.4261
H 1.8340 -1.9897 -1.5359
O 0.0860 0.3938 2.1273
H -0.4680 -0.3864 2.1527
H 0.4104 0.4872 3.0230
O 1.3868 0.7050 -1.7644
H 0.5932 1.1998 -1.5608
H 1.7946 1.1900 -2.4819
O -0.1060 -2.4231 0.0270
H -0.7127 -2.6537 -0.6765
H 0.1678 -1.5286 -0.1757
O -0.1406 2.1276 -1.2777
H -0.4594 3.0282 -1.3380
H -0.8606 1.5950 -1.6153
O -1.7652 -1.0132 -1.4290
H -0.8548 -0.9642 -1.1376
H -1.9437 -1.9508 -1.5019
O 0.2991 2.6870 1.6003
H 0.2547 1.7314 1.6340
H 0.7795 2.9329 2.3909

***

8.
Here is a 11-piece molecular cluster, H22O11 overall from the Open Molecules 2025 dataset. Energies are from ωB97M-V/def2-TZVPD.

Computed properties:
* HOMO: -0.3695 Eh
* energy above the lowest of the compared OMol25 structures with the same formula, charge and spin: 537.6 kJ/mol
* total energy: -840.675380 hartree
* maximum force: 4.4 eV Å⁻¹
* structure (SMILES): O.O.O.O.O.O.O.O.O.O.O

Cartesian coordinates (Å):
O -0.2753 0.9120 -0.2278
H 0.3949 0.7328 0.4023
H -1.0141 1.1804 0.2514
O 3.2279 -0.9062 1.6168
H 3.0328 -0.2976 2.3289
H 3.9446 -0.3050 1.2260
O -1.0002 4.4131 -0.2928
H -1.5798 3.7813 0.1687
H -0.6271 4.0021 -1.1364
O 0.4081 -1.4032 -1.4563
H 0.8321 -2.2137 -1.6911
H -0.1296 -1.6146 -0.6796
O 3.3785 2.3996 1.1517
H 3.1152 1.5638 1.5458
H 2.7023 2.6087 0.4640
O 1.9543 -3.3702 0.0308
H 2.2355 -4.0019 0.7653
H 2.1705 -3.7645 -0.8349
O 5.1212 -0.0135 -0.9803
H 4.5976 -0.2405 -1.7200
H 4.3885 0.2855 -0.4168
O -1.3770 0.9232 -1.9050
H -1.8012 1.4257 -1.1351
H -1.0984 0.1128 -1.4659
O -3.8632 0.8911 -0.4311
H -3.3849 1.7580 -0.5612
H -4.7708 1.0942 -0.6706
O -3.5270 -0.1035 2.5970
H -2.9298 -0.5984 2.0298
H -3.9235 0.4289 1.8179
O -3.6646 -3.4045 -0.0743
H -3.0207 -2.7660 0.3003
H -3.5167 -3.5100 -1.0176

***

Q: Which frontier orbital gap values were calculated for the entries above? A: 9.56 8.34 9.60 9.22 8.78 10.17 8.83 9.56, in eV.